Record 1
Formula: C3H11N2S
Source: the OMol25 dataset
Level of theory: wB97M-V/def2-TZVPD

Its total energy is -17096.132 eV. For the largest force on an atom, the calculation gives 4.70 eV Å⁻¹. For the energy relative to the best compared isomer or geometry (same formula, charge and spin), the calculation gives 66.4 kcal per mole. The calculation puts the lowest unoccupied orbital energy at -4.782 eV. For the HOMO energy, the calculation gives -13.5 eV. The calculation puts the HOMO-LUMO gap at 0.3189 Ha.

```
! RIJCOSX wB97M-V def2-TZVPD def2/J DEFGRID3
* xyz 1 1
C 2.8609 -1.1117 -1.3761
C -0.5032 0.7569 0.6133
C -1.9340 0.6602 0.3730
N 0.0452 1.7560 1.2630
N -2.4875 -0.0013 -0.6257
S -1.3392 -0.8823 1.9750
H 2.2987 -0.7747 -2.2586
H 3.4426 -0.1473 -1.0906
H 3.5488 -1.9212 -1.6152
H 0.2162 0.0505 0.1928
H -2.5757 1.4045 0.8710
H -0.5453 2.5712 1.6312
H 1.0148 1.7738 1.4052
H -3.4354 -0.0343 -1.0419
H -1.9440 -0.5552 -1.3762
H 2.2902 -1.3802 -0.4901
H -0.9530 -2.1649 1.5498
*
```


Record 2
Formula: CH3NS2
Source: the OMol25 dataset
Level of theory: wB97M-V/def2-TZVPD

Its total energy is -24245.760 eV. For the largest force on an atom, the calculation gives 3.73 eV Å⁻¹. For the energy relative to the best compared isomer or geometry (same formula, charge and spin), the calculation gives 8.2 kcal per mole. The calculation puts the lowest unoccupied orbital energy at -0.290 eV. For the HOMO energy, the calculation gives -9.8 eV. The calculation puts the HOMO-LUMO gap at 0.3480 Ha.

```
! RIJCOSX wB97M-V def2-TZVPD def2/J DEFGRID3
* xyz 0 1
C -2.0178 0.2571 -0.2658
N 1.6162 0.1005 0.0941
S -2.0573 1.7379 -0.7427
S -2.1983 -1.1999 0.3361
H 1.6624 -0.3415 -0.7525
H 2.2087 -0.4332 0.6746
H 0.7861 -0.1209 0.6562
*
```


Record 3
Formula: C22H25CoN3O3Sb
Source: the OMol25 dataset
Level of theory: wB97M-V/def2-TZVPD

As for the expectation value of S²: 6.010. Its total energy is -77983.027 eV. For the largest force on an atom, the calculation gives 0.64 eV Å⁻¹. The calculation puts the lowest unoccupied orbital energy (alpha / beta) at -5.753 / -8.065 eV. For the HOMO energy (alpha / beta), the calculation gives -15.1 / -15.4 eV. The calculation puts the HOMO-LUMO gap (alpha / beta) at 0.3445 / 0.2704 Ha.

```
! RIJCOSX wB97M-V def2-TZVPD def2/J DEFGRID3
* xyz 2 5
Co 0.1070 -0.1272 0.1059
C 0.1397 0.9918 -3.0119
C 1.5084 0.7554 -2.4692
C 2.6260 1.0270 -3.2535
C 3.8864 0.7818 -2.7593
C 4.0071 0.2163 -1.4951
C 2.8720 -0.0396 -0.7560
N 1.6350 0.2660 -1.2232
Sb 3.1083 -1.1326 1.0770
C 1.9489 0.1904 2.3095
C 2.5568 0.6501 3.4613
C 1.8105 1.3594 4.3913
C 0.4620 1.5233 4.1607
C -0.1094 1.0369 2.9896
C -1.5907 1.1359 2.7991
N 0.6398 0.4271 2.0477
C 1.5109 -2.5290 0.6787
C 1.8261 -3.8551 0.8896
C 0.8807 -4.8369 0.6050
C -0.3409 -4.4512 0.1013
C -0.6174 -3.1001 -0.0963
C -1.9377 -2.6677 -0.6540
N 0.2943 -2.1590 0.2040
H 0.1216 0.8246 -4.0876
H -0.1552 2.0215 -2.8269
H -0.5932 0.3248 -2.5550
H 2.4850 1.4203 -4.2506
H 4.7639 0.9933 -3.3558
H 4.9815 -0.0423 -1.1019
H 3.6022 0.4385 3.6445
H 2.2664 1.7359 5.2974
H -0.1703 2.0074 4.8917
H -2.0753 1.3757 3.7426
H -2.0031 0.1963 2.4349
H -1.8492 1.9270 2.0980
H 2.8018 -4.1303 1.2683
H 1.1055 -5.8828 0.7662
H -1.0971 -5.1815 -0.1490
H -2.4998 -3.5297 -1.0042
H -1.8022 -1.9870 -1.4949
H -2.5337 -2.1559 0.1014
C -2.7167 2.9162 -2.0232
C -2.1947 2.9598 -0.6087
C -2.8454 3.9558 0.3008
O -0.8377 2.8808 -0.5155
C -2.7328 1.1916 -0.0994
O -3.8867 1.3065 0.1432
O -1.8511 0.3411 -0.1742
H -2.3227 3.8022 -2.5292
H -3.8024 2.9571 -2.0117
H -2.3985 2.0348 -2.5718
H -2.6505 4.9503 -0.1121
H -2.4420 3.9186 1.3133
H -3.9203 3.8081 0.3447
H -0.5222 3.3771 0.2533
*
```


Look up the largest force on an atom of the third one.
0.64 eV Å⁻¹


What is the largest force on an atom in the second record?
3.73 eV Å⁻¹


Among the records above, which one has the highest largest force on an atom?
C3H11N2S